(1)
Here is C3H4FI as an isolated structure from the OMol25 dataset. Energies are from wB97M-V/def2-TZVPD.

ORCA input file:
```
! wB97M-V def2-TZVPD RIJCOSX def2/J DEFGRID3
* xyz 0 1
C -0.48070 0.28507 0.02410
C 0.19892 -0.76313 0.79897
C 0.84779 0.28925 -0.71886
F 0.19210 -2.03201 0.32816
I 2.28967 1.73978 -0.37783
H -1.34358 -0.15167 -0.54605
H -0.54265 1.35174 0.57812
H 0.82017 -0.61695 1.55819
H 0.95315 -0.56395 -1.37962
*
```

Computed properties:
HOMO energy in eV: -8.05
LUMO level in eV: 0.52
Frontier orbital gap in eV: 8.57



(2)
Here is a 2-piece molecular cluster, CHIS2 overall from the OMol25 dataset. Energies are from wB97M-V/def2-TZVPD.

ORCA input file:
```
! wB97M-V def2-TZVPD RIJCOSX def2/J DEFGRID3
* xyz 0 1
C 1.80857 0.57717 0.01829
S 1.55889 -0.85620 0.46969
S 1.79630 2.12758 -0.27570
I -2.11523 -0.42511 -0.53673
H -3.04853 -1.42343 0.32445
*
```

Computed properties:
HOMO energy in eV: -9.53
LUMO level in eV: -0.15
Frontier orbital gap in eV: 9.37



(3)
Here is C25H29N3P2Y as an isolated structure from the OMol25 dataset. Energies are from wB97M-V/def2-TZVPD.

ORCA input file:
```
! wB97M-V def2-TZVPD RIJCOSX def2/J DEFGRID3
* xyz 1 1
C 3.02367 0.21267 -3.36664
C 2.53639 0.46866 -2.08578
C 1.49904 1.42837 -1.91146
C 1.09757 2.23594 -3.02030
C 1.63294 1.95285 -4.30801
C 2.55567 0.93573 -4.47627
C 0.11980 3.20942 -2.78568
C -0.26652 3.56105 -1.48875
C 0.18769 2.72756 -0.41848
C -0.10247 3.09566 0.92881
C -1.02502 4.11345 1.16231
C -1.58534 4.85025 0.10100
C -1.17809 4.61465 -1.19986
H 3.79520 -0.55616 -3.49981
H 1.30307 2.56568 -5.14911
H 2.93434 0.68313 -5.46922
H -0.24066 3.79757 -3.61909
H -1.30475 4.36239 2.19209
H -2.33297 5.61894 0.31564
H -1.54839 5.21269 -2.03556
N 0.78635 1.51328 -0.72472
Y -0.68268 -0.22322 -0.38686
C 3.02809 -0.34860 -0.90452
H 3.21616 0.29010 -0.03080
H 3.94590 -0.89962 -1.14743
C 0.47959 2.30884 2.09293
H 1.56111 2.17311 1.96174
H 0.29034 2.82063 3.04567
P 1.74505 -1.57624 -0.43398
P -0.30563 0.65601 2.16363
C -1.91294 1.08820 2.90743
H -2.48983 0.16761 3.04833
H -1.75879 1.58734 3.87127
H -2.47884 1.74928 2.24166
C 0.60441 -0.16115 3.49790
H 0.54942 0.44160 4.41292
H 0.15693 -1.14720 3.66697
H 1.65100 -0.29289 3.19702
C 1.81606 -2.68934 -1.89425
H 2.84640 -3.02017 -2.07863
H 1.16449 -3.54888 -1.69669
H 1.42727 -2.17327 -2.77988
C 2.59268 -2.53009 0.84987
H 1.95756 -3.37601 1.13087
H 3.55481 -2.88592 0.46657
H 2.74657 -1.89108 1.72581
H -1.63388 0.93733 -1.94067
H -0.98119 -1.75024 -1.53303
N -6.38917 -3.43416 0.60066
C -5.23866 -3.39897 0.81904
C -3.81832 -3.38231 1.08879
C -3.16646 -4.56695 1.45366
C -1.80508 -4.50654 1.74500
C -1.13826 -3.29111 1.57554
N -1.72719 -2.18266 1.07362
C -3.07508 -2.20286 0.93890
H -3.72510 -5.50320 1.50432
H -1.25809 -5.38191 2.09622
H -0.07837 -3.20581 1.83252
H -3.55779 -1.25344 0.67674
*
```

Computed properties:
HOMO energy in eV: -10.22
LUMO level in eV: -4.08
Frontier orbital gap in eV: 6.14



(4)
Here is one molecule with the formula C22H23ClN4O4 from the OMol25 dataset. Energies are from wB97M-V/def2-TZVPD.

ORCA input file:
```
! wB97M-V def2-TZVPD RIJCOSX def2/J DEFGRID3
* xyz 0 1
O 1.91486 5.44095 -2.50525
C 2.12480 4.93246 -1.42764
C 1.45851 5.46567 -0.15028
O 1.48458 4.58092 0.94291
C 0.73217 3.43788 0.88726
C 0.76592 2.64031 2.03428
C 0.06552 1.45938 2.08022
C -0.68969 1.03694 0.98054
C -1.43793 -0.20212 1.00640
N -1.43171 -0.92427 2.05993
N -2.11012 -2.08371 2.15581
C -2.90026 -2.74646 1.28208
O -3.15579 -2.39190 0.14412
C -3.41962 -4.01783 1.98003
O -3.06753 -4.20347 3.14436
N -4.24029 -4.85652 1.33975
C -4.66363 -4.80516 -0.04260
C -4.09988 -6.00807 -0.80147
C -4.54340 -7.30733 -0.13509
C -4.13029 -7.29717 1.33414
C -4.69125 -6.05577 2.02455
C -0.71449 1.83912 -0.15885
C -0.01294 3.02871 -0.21311
N 2.94684 3.88443 -1.18345
C 3.63666 3.08388 -2.08898
C 3.83269 3.43968 -3.41987
C 4.53588 2.60437 -4.26853
C 5.05638 1.40794 -3.80667
C 4.86620 1.03680 -2.48580
C 4.15927 1.86757 -1.63794
Cl 3.90286 1.38469 0.01570
H 0.43828 5.78316 -0.39732
H 2.01840 6.34741 0.17796
H 1.35444 2.97731 2.87323
H 0.08602 0.83777 2.96054
H -1.98574 -0.45743 0.10184
H -2.02252 -2.54281 3.06540
H -4.33375 -3.87532 -0.49872
H -5.75939 -4.84246 -0.06097
H -4.44373 -5.97097 -1.83567
H -3.00967 -5.94876 -0.80333
H -5.62972 -7.40104 -0.20739
H -4.09812 -8.16321 -0.64491
H -3.04126 -7.28469 1.41011
H -4.49681 -8.18969 1.84278
H -5.78613 -6.07629 2.00006
H -4.35510 -5.99839 3.06063
H -1.28911 1.52660 -1.01849
H -0.04773 3.61989 -1.11533
H 2.99803 3.55688 -0.22280
H 3.42141 4.37006 -3.77467
H 4.67898 2.89476 -5.29781
H 5.60775 0.75886 -4.46882
H 5.26057 0.10441 -2.11325
*
```

Computed properties:
HOMO energy in eV: -8.26
LUMO level in eV: 0.17
Frontier orbital gap in eV: 8.42



(5)
Here is C33H27BaGeN4S as an isolated structure from the OMol25 dataset. Energies are from wB97M-V/def2-TZVPD.

ORCA input file:
```
! wB97M-V def2-TZVPD RIJCOSX def2/J DEFGRID3
* xyz 2 2
Ba -0.60864 1.08575 -0.37857
N 0.06818 5.31828 1.70896
C -1.26606 5.58077 1.46130
C -2.07710 6.67627 1.73199
C -3.39297 6.58249 1.32938
C -3.88871 5.44082 0.68099
C -3.08147 4.35623 0.41469
C -1.74706 4.43351 0.81338
N -0.71117 3.51861 0.68182
C 0.34972 4.08535 1.22841
C 1.65643 3.45184 1.31042
C 2.79929 3.99297 1.82474
S 4.08411 2.87688 1.72601
C 3.02911 1.74760 0.99676
N 1.80637 2.16575 0.83715
H 0.70876 5.94495 2.16698
H -1.70203 7.55922 2.23199
H -4.06585 7.40808 1.51542
H -4.92937 5.42136 0.38730
H -3.46625 3.47441 -0.08458
H 2.95119 4.97287 2.24888
H 3.36878 0.76451 0.69811
C -1.77982 -5.21044 0.59462
C -1.02937 -4.32936 1.36288
C -0.43405 -3.22850 0.76766
C -0.57892 -3.00859 -0.60370
C -1.33800 -3.89384 -1.36887
C -1.93228 -4.99417 -0.76769
Ge 0.41702 -1.56787 -1.48640
C 0.19767 -1.63180 -3.43201
C 1.30745 -1.88412 -4.23815
C 1.14034 -2.06079 -5.60408
C -0.12421 -1.97296 -6.16898
C -1.23090 -1.70809 -5.37290
C -1.07072 -1.53345 -4.00766
C 2.32023 -1.66311 -1.00838
C 3.22630 -0.74667 -1.54854
C 4.58723 -0.89005 -1.32209
C 5.05138 -1.94424 -0.54515
C 4.15700 -2.85556 -0.00105
C 2.79450 -2.71781 -0.22852
H -2.24126 -6.07217 1.05870
H -0.89930 -4.50708 2.42311
H 0.17100 -2.55339 1.36359
H -1.44778 -3.73675 -2.43486
H -2.50672 -5.68730 -1.36804
H 2.29447 -1.96176 -3.79985
H 2.00120 -2.27128 -6.22498
H -0.24920 -2.11170 -7.23462
H -2.21682 -1.64599 -5.81466
H -1.93963 -1.34349 -3.38440
H 2.86824 0.06267 -2.17894
H 5.28752 -0.19264 -1.76510
H 6.11341 -2.06163 -0.37445
H 4.51921 -3.68417 0.59339
H 2.10430 -3.44322 0.18301
C -2.00298 -1.16107 4.55828
C -0.93091 -0.29781 4.38118
C -0.69315 0.20690 3.11664
N -1.44557 -0.10288 2.05398
C -2.47656 -0.93548 2.23445
C -2.79182 -1.48416 3.46414
H -2.21971 -1.57371 5.53453
H -0.29439 -0.01743 5.20841
H 0.13302 0.88906 2.93668
H -3.06639 -1.17868 1.35795
H -3.63627 -2.15196 3.55935
*
```

Computed properties:
HOMO energy (spin up / spin down) in eV: -12.65 / -13.68
LUMO level (spin up / spin down) in eV: -5.35 / -6.80
Expectation value of S²: 0.755
Frontier orbital gap (spin up / spin down) in eV: 7.30 / 6.87



In the order shown, the computed ΔE to the lowest compared entry with this formula, charge and spin values come out to 2.068; 0.120; 0.024; 2.234; 0.000 eV.
In the order shown, the computed E values come out to -514.148585; -1132.757213; -1855.110680; -1832.349094; -3992.915832 hartree.
In the order shown, the computed molecular weight values come out to 186.0; 204.1; 522.4; 442.9; 721.6 g/mol.